# C3H8N2O

The molecule C3H8N2O (the ωB97M-V functional and the def2-TZVPD basis, the OMol25 dataset).

As for the orbital gap: 0.3301 Ha. The calculation puts the maximum force at 5.1 eV/A. As for the energy above the lowest of the compared OMol25 structures with the same formula, charge and spin: 290.71 kJ/mol. The molecular weight comes out at 88.11 g/mol. The value obtained for the total energy is -303.78140 Eh. For the highest occupied orbital energy, the calculation gives -8.15 eV. Its spin multiplicity is 1.

Element x y z (Å)
C1 0.27393 -0.45560 -0.26914
C2 -2.11745 -0.04359 0.39913
C3 -1.04142 0.12663 -0.75106
N1 2.74636 0.16273 0.13314
N2 1.49385 0.64086 -0.00969
O1 0.53669 -1.63112 -0.20679
H1 -2.38480 -1.09732 0.45832
H2 -2.92558 0.65871 0.25774
H3 -1.48415 0.33477 1.26892
H4 -1.29196 -0.31967 -1.67620
H5 -0.88975 1.25265 -0.85848
H6 3.11296 -0.28760 1.09528
H7 2.79792 -0.50944 -0.61323
H8 1.17339 1.16800 0.77206

Atoms 1-2, force components in eV/Å:
2.7 0.4 0.4
2.8 0.6 -0.2

# C3H8N2O

The molecule C3H8N2O (the ωB97M-V functional and the def2-TZVPD basis, the OMol25 dataset).

As for the orbital gap: 0.2673 Ha. The calculation puts the maximum force at 0.6 eV/A. As for the energy above the lowest of the compared OMol25 structures with the same formula, charge and spin: 348.96 kJ/mol. The molecular weight comes out at 88.11 g/mol. The value obtained for the total energy is -303.75922 Eh. For the highest occupied orbital energy, the calculation gives -6.92 eV. Its spin multiplicity is 1.

Element x y z (Å)
C1 -0.83130 -2.33940 -0.77870
N1 0.26208 -1.50466 -0.00135
C2 0.45192 -0.06711 -0.29885
O1 0.94380 0.26128 -1.35261
N2 0.06981 0.77272 0.69416
C3 0.15794 2.21160 0.49159
H1 -1.76858 -1.83758 -0.47682
H2 1.14134 -1.95969 -0.24752
H3 -0.64154 -2.01512 -1.81544
H4 0.10537 -1.68002 0.99173
H5 -0.47180 0.43033 1.47719
H6 -0.71570 2.60063 -0.04604
H7 0.24292 2.70832 1.46333
H8 1.05375 2.41869 -0.10067

Atoms 1-2, force components in eV/Å:
-0.1 0.4 -0.1
0.2 -0.1 0.1

# C3H8N2O2

A cluster of 2 separate species, C3H8N2O2 in total (the ωB97M-V functional and the def2-TZVPD basis, the OMol25 dataset).

As for the orbital gap (spin up / spin down): 0.2871 / 0.2938 Ha. The calculation puts the maximum force at 2.4 eV/A. As for the energy above the lowest of the compared OMol25 structures with the same formula, charge and spin: 670.72 kJ/mol. The molecular weight comes out at 104.11 g/mol. The value obtained for the total energy is -378.88554 Eh. For the highest occupied orbital energy (spin up / spin down), the calculation gives -8.27 / -8.31 eV. Its spin multiplicity is 1.

Element x y z (Å)
C1 -0.21464 -0.42437 1.43410
C2 -2.10871 0.28404 -0.53508
C3 0.01230 -0.74228 0.07874
N1 2.25606 0.54874 -0.48684
O1 0.93470 0.92830 -0.18546
O2 0.93274 -1.62930 -0.30695
N2 -1.24993 -0.85981 -0.34873
H1 1.79296 -1.09759 -0.35914
H2 2.89044 1.08729 0.10003
H3 2.44161 0.79981 -1.45763
H4 0.10096 -1.10236 2.21933
H5 -0.73424 0.48012 1.71014
H6 -1.72154 1.22013 -0.11907
H7 -3.10243 0.07783 -0.12942
H8 -2.23028 0.42946 -1.61402

Atoms 1-2, force components in eV/Å:
-0.5 -0.3 0.8
0.0 0.2 0.1

# C3H8N2O2

The molecule C3H8N2O2 (the ωB97M-V functional and the def2-TZVPD basis, the OMol25 dataset).

As for the orbital gap: 0.3742 Ha. The calculation puts the maximum force at 1.0 eV/A. As for the energy above the lowest of the compared OMol25 structures with the same formula, charge and spin: 138.75 kJ/mol. The molecular weight comes out at 104.11 g/mol. The value obtained for the total energy is -379.08816 Eh. For the highest occupied orbital energy, the calculation gives -9.48 eV. Its spin multiplicity is 1.

Element x y z (Å)
N1 1.17862 0.88528 0.27370
C1 0.18365 -0.00155 -0.30620
C2 0.56555 -1.44044 -0.04498
O1 1.96646 -1.64976 -0.26618
C3 -1.23508 0.21819 0.21801
N2 -1.85731 1.40803 -0.21276
O2 -1.86059 -0.62405 0.80755
H1 1.82668 0.46149 0.92258
H2 0.82650 1.74733 0.65458
H3 0.15715 0.18385 -1.37881
H4 0.06499 -2.14277 -0.70246
H5 0.35168 -1.70329 0.98816
H6 2.30143 -0.90450 -0.79135
H7 -2.84662 1.24939 -0.32075
H8 -1.62312 2.31282 0.15891

Atoms 1-2, force components in eV/Å:
0.4 0.5 0.0
-0.1 -0.2 0.6

# C3H8N2O2

The molecule C3H8N2O2 (the ωB97M-V functional and the def2-TZVPD basis, the OMol25 dataset).

As for the orbital gap: 0.3626 Ha. The calculation puts the maximum force at 3.5 eV/A. As for the energy above the lowest of the compared OMol25 structures with the same formula, charge and spin: 469.22 kJ/mol. The molecular weight comes out at 104.11 g/mol. The value obtained for the total energy is -378.96229 Eh. For the highest occupied orbital energy, the calculation gives -9.14 eV. Its spin multiplicity is 1.

Element x y z (Å)
C1 -0.59531 -0.42361 0.65361
C2 -1.58219 -0.96467 -0.35359
C3 1.21719 0.04578 -0.95480
N1 0.49449 0.29850 0.28556
N2 1.21232 0.83192 1.38407
O1 -2.08609 0.42916 0.52016
O2 -1.61200 -0.50753 -1.55665
H1 -1.99333 0.79855 -0.52240
H2 -0.59299 -0.84167 1.66037
H3 -2.17435 -1.82255 0.00010
H4 1.41986 1.80562 1.17571
H5 2.09537 0.33311 1.48301
H6 2.03723 -0.65795 -0.77146
H7 1.63554 0.99434 -1.29421
H8 0.52427 -0.31901 -1.70948

Atoms 1-2, force components in eV/Å:
-1.0 0.4 -1.4
0.5 1.0 -1.3

# C3H8N2O2

A cluster of 3 separate species, C3H8N2O2 in total (the ωB97M-V functional and the def2-TZVPD basis, the OMol25 dataset).

As for the orbital gap: 0.3690 Ha. The calculation puts the maximum force at 1.4 eV/A. As for the energy above the lowest of the compared OMol25 structures with the same formula, charge and spin: 144.41 kJ/mol. The molecular weight comes out at 104.11 g/mol. The value obtained for the total energy is -379.08600 Eh. For the highest occupied orbital energy, the calculation gives -9.26 eV. Its spin multiplicity is 1.

Element x y z (Å)
C1 0.29055 -1.62481 -0.45726
C2 0.33476 -0.56079 -1.32414
N1 1.21703 0.33853 -0.77917
C3 1.71955 -0.24131 0.34502
N2 1.22891 -1.44828 0.53011
H1 -0.39484 -2.45379 -0.52041
H2 0.09196 -0.68750 -2.36887
H3 1.60563 1.05750 -1.36609
H4 2.58602 0.02252 0.93017
H5 -1.34398 1.54585 0.15176
H6 -1.53884 2.85494 0.92087
O1 -1.31379 2.50621 0.05546
H7 -0.74968 -0.25584 1.24841
H8 -2.03917 -0.97405 1.26639
O2 -1.69411 -0.07919 1.36774

Atoms 1-2, force components in eV/Å:
0.4 0.6 -0.4
0.0 -1.4 0.1

# C3H8N2O2

The molecule C3H8N2O2 (the ωB97M-V functional and the def2-TZVPD basis, the OMol25 dataset).

As for the orbital gap: 0.3754 Ha. The calculation puts the maximum force at 4.1 eV/A. As for the energy above the lowest of the compared OMol25 structures with the same formula, charge and spin: 409.65 kJ/mol. The molecular weight comes out at 104.11 g/mol. The value obtained for the total energy is -378.98498 Eh. For the highest occupied orbital energy, the calculation gives -10.10 eV. Its spin multiplicity is 1.

Element x y z (Å)
C1 -1.08473 -0.96230 -0.78560
C2 -0.33431 1.39716 -0.26122
C3 -0.21390 -0.13421 0.10727
N1 2.15706 0.19368 0.44676
N2 -0.35471 -0.39515 1.56069
O1 3.20947 0.05461 -0.00014
O2 1.08620 -0.47099 -0.31410
H1 -0.95106 -2.03492 -0.58104
H2 -2.05157 -0.70355 -0.65969
H3 -0.75348 -0.70981 -1.89549
H4 0.55948 1.89639 -0.08677
H5 -1.15460 1.86619 0.21648
H6 -0.38822 1.40816 -1.33563
H7 -0.17071 -1.45519 1.55420
H8 0.44507 0.04992 2.03429

Atoms 1-2, force components in eV/Å:
3.3 -0.7 -2.2
-0.8 -2.4 -0.3

# C3H8N2O2

The molecule C3H8N2O2 (the ωB97M-V functional and the def2-TZVPD basis, the OMol25 dataset).

As for the orbital gap: 0.3812 Ha. The calculation puts the maximum force at 0.9 eV/A. As for the energy above the lowest of the compared OMol25 structures with the same formula, charge and spin: 121.03 kJ/mol. The molecular weight comes out at 104.11 g/mol. The value obtained for the total energy is -379.09491 Eh. For the highest occupied orbital energy, the calculation gives -9.65 eV. Its spin multiplicity is 1.

Element x y z (Å)
N1 0.14010 0.57475 -2.46012
C1 0.38276 0.58381 -1.08888
O1 0.24990 -0.62731 -0.49997
N2 0.75386 1.55946 -0.36778
C2 0.64219 -0.70401 0.87544
C3 -0.57942 -0.49061 1.75269
O2 -1.58869 -1.41110 1.39628
H1 -0.37999 -0.19533 -2.86309
H2 -0.13077 1.47456 -2.84226
H3 0.92303 2.39610 -0.90456
H4 1.40900 0.03499 1.13423
H5 1.04496 -1.71371 0.97549
H6 -0.92295 0.55360 1.65781
H7 -0.32660 -0.66182 2.80550
H8 -1.61738 -1.37339 0.42925

Atoms 1-2, force components in eV/Å:
-0.2 0.0 0.3
0.2 0.2 0.3